C60H160N12O19 | ωB97M-V/def2-TZVPD

Each line ends with the Mulliken charge.
CARTESIAN COORDINATES (ANGSTROEM)
H 10.493 -6.952 -0.696  0.32
H 11.662 -13.373 3.815  0.42
H 2.463 0.805 -2.492  0.34
H -4.912 -2.081 8.650  0.33
O 3.492 -5.730 -1.584  -0.24
H -6.926 3.513 5.796  0.29
H -7.967 5.948 5.449  0.34
H -1.956 5.496 -11.507  0.27
H -3.991 -4.657 -6.692  0.36
H -1.547 -1.238 7.712  0.31
H -2.971 7.456 2.329  0.34
H 4.343 7.733 -0.745  0.29
H 4.560 -5.587 0.761  0.34
C -11.357 5.452 4.759  -1.25
H -0.320 8.513 -6.247  0.43
H -5.414 -3.454 7.602  0.30
H 2.047 0.767 -0.102  0.29
C -12.725 -9.860 5.239  -0.80
H 9.490 2.876 1.428  0.30
H -11.181 5.535 3.687  0.31
H -7.809 5.409 -2.668  0.30
H 4.194 0.618 6.143  0.25
O -1.931 7.167 3.987  -0.35
H -5.357 4.720 -0.997  0.26
H 0.344 10.518 -7.718  0.36
H 9.169 6.925 -0.456  0.26
N -6.712 8.387 -1.680  -0.72
N -3.814 -4.018 -5.931  -0.41
H -9.404 -7.205 0.600  0.31
H -0.855 9.465 4.638  0.31
C 10.437 -11.492 5.327  -0.70
H -2.613 2.522 8.499  0.26
C 8.814 7.892 -0.100  -0.68
H 8.849 -6.700 -0.129  0.27
H 1.996 -6.188 0.558  0.23
H -1.947 6.026 -7.817  0.31
C -3.437 -6.326 -5.045  -0.23
H -3.386 -4.544 -3.895  0.43
O 6.651 4.092 -6.674  -0.49
C 1.719 0.124 -2.077  -1.35
H 2.964 0.154 4.985  0.22
C 10.393 -9.880 1.969  -0.19
H -3.379 -8.644 -6.631  0.28
N -10.168 7.497 5.302  -0.74
H 10.218 3.413 -3.071  0.28
N 10.326 -11.233 1.358  -0.39
C 7.272 8.083 -1.931  -0.73
H 0.120 6.053 -6.701  0.35
C -1.089 5.628 -8.359  -0.55
H 10.287 -12.536 5.601  0.32
H 1.810 -0.772 -2.692  0.29
H 1.116 5.761 -8.157  0.34
O 10.732 2.296 -0.146  -0.31
C -2.071 5.193 -10.466  -0.79
O 3.957 -1.384 5.831  -0.50
H -1.705 -6.357 -8.710  0.29
O -3.534 -2.707 7.293  -0.29
H 8.089 3.384 -7.991  0.21
H -1.668 10.904 -10.841  0.23
H 3.155 -8.917 0.725  0.26
H 6.582 3.843 -8.721  0.23
H 0.776 -2.041 -0.380  0.32
C 0.225 6.253 -7.767  -0.68
H 7.977 8.750 -2.428  0.37
H 7.790 5.068 -8.100  0.26
N 0.353 7.712 -8.076  -0.47
H 3.611 -0.890 0.414  0.28
O -0.239 -0.399 0.333  -0.32
O -8.758 4.106 5.171  -0.32
C -5.987 -8.011 2.513  -0.72
H -0.940 8.781 1.936  0.28
H 12.411 -12.192 2.743  0.31
H -10.072 -8.533 2.673  0.27
H -8.111 -6.494 3.381  0.31
H 8.789 -9.039 0.785  0.32
H -3.763 4.910 -1.672  0.30
C 3.099 -7.008 -1.055  -0.67
C 10.897 2.561 -3.099  -1.29
H 9.359 -12.387 2.919  0.36
H -2.340 -2.651 -5.464  0.43
H 9.498 -11.185 4.866  0.26
C -0.610 10.007 -7.849  -0.71
H -3.130 9.754 1.261  0.23
H -12.835 -8.223 3.188  0.32
H -4.583 7.108 -2.472  0.32
H -1.600 8.234 -7.404  0.23
C -6.630 6.954 -1.883  0.36
C -5.480 6.629 -2.866  -0.66
H 11.450 -9.658 2.117  0.25
H -5.828 -7.688 3.542  0.29
H -0.599 5.521 3.990  0.28
H -13.228 -9.402 6.091  0.31
H -0.131 6.874 2.939  0.29
H 6.410 4.990 -6.436  0.30
H -5.627 -9.006 2.251  0.24
H 4.681 -7.220 1.504  0.33
H -8.731 6.472 -1.621  0.40
H -3.209 -4.474 8.312  0.52
C 4.036 -6.359 1.326  -1.30
H -1.076 -1.696 1.940  0.30
O -7.359 -8.052 2.243  -0.31
C 5.788 8.190 -2.337  0.54
H -4.743 3.474 -2.026  0.28
H -2.884 10.727 2.466  0.33
C -10.092 6.072 5.449  0.44
H 10.360 -13.255 1.954  0.39
C -9.467 -6.828 1.621  -0.80
C -1.265 -1.175 1.002  -0.78
H -2.989 -3.116 9.235  0.27
H 11.844 2.816 -2.623  0.32
H 9.254 0.982 -0.432  0.36
C -0.564 8.558 -7.308  -0.44
O -4.434 -6.967 -5.926  -0.33
H -13.529 -10.097 4.543  0.32
C -2.133 -3.279 -7.604  -0.60
H -8.672 5.742 3.841  0.33
H -6.413 6.540 -0.899  0.24
H 10.111 -5.688 0.499  0.26
C -4.865 -2.514 7.651  -0.76
C 10.333 -12.281 2.442  -0.73
O -1.121 5.934 -9.734  -0.31
H 5.423 6.381 -1.214  0.26
C -2.627 8.075 3.158  -0.64
H -12.409 -10.859 5.541  0.27
C 10.160 1.412 -2.363  0.39
H 0.179 -1.990 9.948  0.41
H -0.527 -5.155 -8.934  0.33
N 9.114 0.927 -3.196  -0.68
H -4.078 -8.870 -5.052  0.30
C -0.452 0.036 9.482  -0.63
H -1.145 -5.690 -7.289  0.22
H -12.265 5.961 5.084  0.37
C -1.321 -3.311 7.852  -0.85
H 10.858 0.584 -2.242  0.24
C 4.873 7.253 -1.567  -1.26
H -7.204 8.685 -2.510  0.30
H 1.381 -1.359 1.173  0.35
C 9.894 -6.708 0.181  -0.72
H 4.693 7.841 -3.938  0.22
O -11.669 -9.148 4.631  -0.29
H 4.483 -6.640 -3.129  0.31
H -9.400 7.936 5.788  0.25
H -5.454 -7.304 1.876  0.30
O -2.457 -4.427 -8.381  -0.37
H -0.454 0.098 10.570  0.36
C 2.025 -0.204 -0.597  0.38
H 3.082 -1.555 6.187  0.31
O -5.287 5.218 -3.049  -0.35
H 4.444 -4.876 -3.138  0.22
H -12.785 -7.302 4.780  0.38
H -1.791 4.140 -10.493  0.30
H 8.837 7.882 0.990  0.25
H -1.379 10.505 -7.258  0.40
N 5.677 7.917 -3.722  -0.59
H 5.466 9.197 -2.075  0.23
H -4.938 -4.961 -4.484  0.32
H 3.928 -7.695 -1.221  0.39
C -0.975 6.321 3.353  -0.74
C -4.221 -8.354 -6.002  -0.76
C 11.537 -12.388 3.365  -0.51
H 9.512 8.699 -0.322  0.30
H -3.456 -6.865 -4.098  0.52
H -10.413 -6.779 4.167  0.30
C -8.793 5.500 4.897  -0.64
H -2.075 11.749 -9.290  0.30
C 3.844 -5.771 -2.975  -0.73
H 8.570 1.730 -3.480  0.27
H -6.843 4.008 4.064  0.32
H 0.751 0.601 -2.227  0.34
H 2.163 -7.236 -1.564  0.29
N -2.380 10.210 1.760  -0.72
O 11.573 -11.379 4.418  -0.34
H -1.107 4.567 -8.107  0.47
C -12.251 -7.917 4.056  -0.59
O 7.546 8.263 -0.574  -0.33
H -1.100 -2.956 -7.728  0.38
H -1.127 -3.480 6.793  0.31
C -7.470 3.597 4.855  -0.79
H 10.404 1.350 1.615  0.30
C -8.053 -6.811 2.340  -0.41
C -0.624 -1.503 9.396  -0.56
H -2.789 -2.510 -8.012  0.32
H -3.471 8.479 3.718  0.31
N 3.312 -0.741 -0.539  -0.68
C 9.855 -8.895 0.960  -0.58
C 2.818 -6.895 0.441  0.39
C -2.458 -3.528 -6.099  -0.45
H 6.073 8.638 -4.307  0.22
H 2.573 -8.131 2.048  0.28
H 4.085 6.874 -2.219  0.40
H -1.705 2.522 9.982  0.31
H -9.848 -5.812 1.515  0.38
H -1.702 -4.249 -5.788  0.20
H -8.236 6.929 -3.345  0.38
N -0.885 -1.935 8.023  -0.32
H 11.286 2.329 -4.091  0.38
C 10.428 2.364 1.216  -0.77
H 8.459 0.369 -2.667  0.26
C 7.285 4.117 -7.934  -0.52
H -0.919 2.552 8.467  0.31
H -10.955 7.845 5.831  0.26
H -5.267 -1.776 6.957  0.22
C -1.328 11.178 -9.842  -0.76
H -3.066 5.197 -10.021  0.31
C -2.796 -3.469 8.222  -0.43
H -5.088 -8.787 -6.501  0.27
C 1.000 -1.132 0.178  -0.55
C 3.970 -0.077 5.332  -0.51
H -11.478 4.388 4.964  0.30
H 0.483 0.347 9.016  0.36
H 7.614 7.071 -2.151  0.27
C -1.388 -5.394 -8.309  -0.70
H -2.138 -0.581 1.273  0.25
H -0.121 10.614 3.492  0.30
N -10.475 -7.686 2.297  -0.35
C -1.034 10.079 3.755  -1.18
O -0.975 9.979 -9.245  -0.24
H -5.695 7.151 -3.798  0.34
H 3.238 -1.686 -0.887  0.22
C -11.141 -7.050 3.402  -0.61
H -0.510 11.895 -9.917  0.29
H -0.616 -3.944 8.391  0.39
C -4.769 4.557 -1.900  -0.68
H -0.091 7.744 -8.982  0.37
C 9.647 1.832 -0.990  -0.61
H -2.460 -6.380 -5.525  0.17
H -1.788 10.730 4.198  0.37
H 10.638 -10.913 6.229  0.24
H -1.373 5.747 2.517  0.30
H 10.349 -9.052 0.001  0.28
H -7.410 8.714 -1.027  0.27
C -1.677 9.233 2.600  0.30
C -1.748 2.075 8.989  -0.83
C -7.970 6.454 -2.401  -1.35
H -10.087 5.851 6.517  0.25
O -1.623 0.634 8.931  -0.26
H -1.533 -1.848 0.187  0.31
H 8.903 2.627 -1.039  0.29
H 9.893 -9.869 2.937  0.17
O 10.154 -7.575 1.254  -0.30
H -7.395 -6.067 1.891  0.43
H 11.125 -11.319 0.746  0.30
H -1.535 -1.603 9.987  0.25
H -11.585 -6.104 3.093  0.43
H 4.597 0.019 4.446  0.23
C -3.891 -4.920 -4.784  -0.96
H -7.634 2.545 4.623  0.29
H 2.917 -5.705 -3.545  0.28
H 3.672 -6.045 2.304  0.35
N 2.502 -8.214 1.044  -0.72
H 11.271 2.818 1.736  0.26

Its molar mass is 1354.00 g mol⁻¹. As for the total energy: -121580.99612 eV. For the HOMO-LUMO gap, the calculation gives 8.7 eV. Its net charge is 0. The HOMO energy comes out at -8.7 eV.

C11H22O5Si | ωB97M-V/def2-TZVPD

Each line ends with the Mulliken charge.
CARTESIAN COORDINATES (ANGSTROEM)
H 0.007 0.412 -2.442  0.26
H -1.087 -4.261 -0.985  0.38
H 3.641 4.937 -0.524  0.34
H 1.772 -1.466 3.232  0.35
H -3.632 -2.385 2.193  0.32
O 1.509 2.722 1.147  -0.65
H -0.321 0.897 1.394  0.80
H 3.320 2.844 -1.965  0.35
C 2.754 2.994 -1.023  -0.27
C -0.908 0.618 -0.544  0.97
O 1.496 2.318 -1.080  -0.33
C 0.984 2.159 0.179  -0.08
H 2.209 5.073 -1.561  0.29
C -0.115 1.206 0.390  -0.27
H -1.312 -2.537 -2.948  0.37
H -4.057 -0.732 1.821  0.40
C -0.780 0.967 -1.977  -1.57
H -0.669 2.009 -2.096  0.52
H 2.035 -0.099 2.146  0.24
C 2.624 4.514 -0.718  -1.07
C -3.266 -1.359 2.145  -1.31
H 2.012 4.646 0.177  0.33
H 0.870 -1.469 0.374  0.06
H -1.691 0.678 -2.519  0.41
Si -1.806 -1.413 0.946  0.64
H 3.357 2.509 -0.225  0.29
C -1.158 -3.172 -0.874  0.14
C -1.899 -2.549 -2.041  -1.10
H 2.912 -1.616 1.833  0.36
C 0.783 -1.700 1.466  0.16
O -0.476 -1.166 1.933  -0.46
H -0.144 -2.721 -0.835  0.06
O -1.826 -2.947 0.332  -0.48
H -2.836 -3.073 -2.185  0.35
H -2.172 -1.530 -1.797  0.21
H -2.916 -1.065 3.124  0.32
C 1.956 -1.185 2.209  -1.36
H 0.702 -2.775 1.547  0.46
O -1.872 -0.285 -0.250  -0.43

Its molar mass is 262.38 g mol⁻¹. As for the total energy: -29881.82909 eV. For the HOMO-LUMO gap, the calculation gives 10.1 eV. Its net charge is 0. The HOMO energy comes out at -9.3 eV. Its energy above the lowest of the compared OMol25 structures with the same formula, charge and spin is 4.4 kcal per mole.

C3H4NO3 | ωB97M-V/def2-TZVPD

Each line ends with the Mulliken charge.
CARTESIAN COORDINATES (ANGSTROEM)
H -0.702 2.159 0.798  0.28
H 1.855 0.604 -1.276  0.22
O 0.966 0.921 -1.528  -0.85
N -1.035 0.224 0.264  -0.19
C -0.352 -0.361 -0.593  0.14
O 0.618 -2.609 -0.238  -0.63
H -0.642 -0.779 -1.642  0.25
C -0.998 1.172 1.084  -0.43
C 0.764 -1.523 0.244  0.56
H -1.869 1.181 1.782  0.22
O 1.394 -0.990 1.105  -0.58

Its molar mass is 102.07 g mol⁻¹. As for the total energy: -10806.50627 eV. For the HOMO-LUMO gap, the calculation gives 8.1 eV. Its net charge is -1. The HOMO energy comes out at -4.0 eV. Its energy above the lowest of the compared OMol25 structures with the same formula, charge and spin is 107.9 kcal per mole.

C10H13NPPb | ωB97M-V/def2-TZVPD

Each line ends with the Mulliken charge.
CARTESIAN COORDINATES (ANGSTROEM)
C -1.594 1.925 0.833  0.31
H 3.263 1.403 0.756  0.10
H -0.042 -1.263 1.366  0.46
C -2.225 -1.720 -1.337  -0.78
C -0.516 -1.479 0.296  -0.36
H -1.042 -3.161 -2.774  0.45
C -1.213 -2.662 -1.697  -0.53
C 0.123 3.116 -0.108  -0.36
Pb -0.174 -0.543 -2.071  0.92
H 3.428 -0.474 1.574  0.10
H 1.029 3.090 -0.694  0.43
H -2.607 -0.321 0.608  0.58
H 1.906 0.848 2.268  0.10
C -1.447 4.320 1.291  -0.25
C -0.301 -2.660 -0.620  -0.41
H 0.229 5.261 0.280  0.33
N -0.561 1.969 0.035  0.02
C -0.327 4.314 0.482  -0.46
C -2.087 3.061 1.515  -0.69
H -1.849 5.266 1.769  0.35
H -3.092 -1.547 -1.977  0.43
P 2.375 0.311 0.972  -0.23
H -2.088 0.964 0.943  -0.22
H 0.483 -3.437 -0.575  0.37
H -2.945 2.974 2.171  0.40
C -1.896 -0.988 -0.098  -0.07

Its molar mass is 385.39 g mol⁻¹. As for the total energy: -26597.67854 eV. For the HOMO-LUMO gap, the calculation gives 8.8 eV. Its net charge is +1. The HOMO energy comes out at -12.6 eV.